# CH5N3O

An isolated molecule of CH5N3O at a distorted geometry (ωB97M-V/def2-TZVPD, OMol25).

Values from the calculation:
- Energy relative to the best compared isomer or geometry (same formula, charge and spin): 98.6 kcal/mol
- Total charge: 0
- Gap between HOMO and LUMO (spin up / spin down): 9.47 / 9.48 eV
- SMILES: C/N=[N+](/N)[O-]
- E_HOMO (spin up / spin down): -8.7 / -8.7 eV
- Strongest force on any atom: 6.148 eV Å⁻¹

Positions of all 10 atoms, in Å:
C -1.023 1.153 0.710
N -0.552 -0.148 0.314
N 0.722 -0.254 -0.378
N 0.914 -1.492 -0.777
O 1.574 0.612 -0.605
H -1.607 1.542 -0.061
H -0.334 1.784 1.217
H -1.752 0.821 1.408
H 0.357 -2.261 -0.574
H 1.701 -1.757 -1.255

***

# C24H22BF32N2O7

A cluster of 5 separate species, C24H22BF32N2O7 in total at a distorted geometry (ωB97M-V/def2-TZVPD, OMol25).

Values from the calculation:
- Total charge: +1
- Gap between HOMO and LUMO: 8.00 eV
- E_HOMO: -13.3 eV
- Strongest force on any atom: 1.096 eV Å⁻¹

Positions of all 88 atoms, in Å:
O 4.390 -3.457 1.186
B 3.720 -2.462 0.583
O 4.422 -1.647 -0.249
C 2.143 -2.262 0.765
C 1.570 -1.180 1.345
C 0.182 -1.138 1.522
N -0.665 -2.059 1.151
N -0.065 -3.087 0.529
C 1.230 -3.232 0.325
O 1.644 -4.363 -0.277
H 3.975 -3.777 1.999
H 3.879 -0.863 -0.425
H 2.151 -0.345 1.699
H -0.248 -0.286 2.021
H -0.687 -3.822 0.191
H 1.656 -4.243 -1.248
C -3.611 -1.597 3.637
C -3.114 -0.159 3.864
C -3.380 0.494 5.221
F -4.694 0.636 5.453
F -2.821 1.730 5.206
F -3.547 0.638 2.867
F -1.743 -0.208 3.749
O -4.810 -1.781 2.914
C -6.047 -1.806 3.536
C -6.956 -0.683 3.027
F -6.390 0.521 3.255
F -8.128 -0.739 3.690
F -5.935 -1.799 4.877
F -6.633 -2.970 3.192
H -2.857 -2.044 2.988
H -3.594 -2.180 4.559
H -2.928 -0.082 6.034
H -7.134 -0.797 1.956
C -0.762 0.878 -3.942
C 0.219 -0.240 -4.329
C -0.286 -1.374 -5.223
F -1.272 -2.074 -4.625
F 0.741 -2.224 -5.455
F 0.781 -0.754 -3.203
F 1.210 0.360 -5.038
O -1.359 0.801 -2.656
C -2.533 0.122 -2.434
C -2.316 -1.027 -1.449
F -1.391 -1.914 -1.903
F -3.469 -1.699 -1.264
F -3.112 -0.301 -3.571
F -3.388 0.976 -1.838
H -0.147 1.774 -3.883
H -1.495 1.069 -4.725
H -0.643 -0.985 -6.180
H -1.974 -0.639 -0.489
C -0.140 5.570 4.339
C -0.162 6.306 2.988
C -0.695 7.740 2.957
F -1.992 7.796 3.312
F -0.588 8.210 1.692
F -0.800 5.548 2.068
F 1.142 6.398 2.596
O -1.183 4.649 4.616
C -2.357 5.031 5.233
C -3.578 4.782 4.344
F -3.477 5.473 3.190
F -4.685 5.199 4.996
F -2.304 6.302 5.677
F -2.500 4.237 6.318
H 0.746 4.939 4.285
H 0.031 6.253 5.170
H -0.109 8.384 3.618
H -3.668 3.719 4.116
C 6.235 -1.458 -5.511
C 7.126 -2.651 -5.896
C 6.525 -3.733 -6.797
F 5.481 -4.348 -6.201
F 7.470 -4.665 -7.043
F 7.645 -3.209 -4.780
F 8.162 -2.127 -6.606
O 5.617 -1.475 -4.229
C 4.391 -2.041 -4.013
C 4.480 -3.184 -3.003
F 5.297 -4.155 -3.434
F 3.235 -3.736 -2.817
F 3.778 -2.417 -5.148
F 3.610 -1.093 -3.431
H 6.922 -0.615 -5.448
H 5.527 -1.207 -6.300
H 6.199 -3.306 -7.749
H 4.840 -2.817 -2.045

***

# C3H3BrCl2

A cluster of 2 separate species, C3H3BrCl2 in total at a distorted geometry (ωB97M-V/def2-TZVPD, OMol25).

Values from the calculation:
- Energy relative to the best compared isomer or geometry (same formula, charge and spin): 57.9 kcal/mol
- Total charge: 0
- Gap between HOMO and LUMO (spin up / spin down): 7.95 / 7.95 eV
- E_HOMO (spin up / spin down): -9.9 / -9.9 eV
- Strongest force on any atom: 3.529 eV Å⁻¹

Positions of all 9 atoms, in Å:
C -0.044 -0.108 -0.535
C -1.047 0.157 0.544
C -0.903 1.031 -0.609
Cl -2.336 -0.983 0.625
Cl -2.393 0.278 -2.485
Br -0.653 2.769 -1.127
H 1.051 -0.143 -0.367
H -0.380 -0.980 -1.113
H -0.926 0.479 1.637

***

# C15H15MoN6Se2Te2

A structure of composition C15H15MoN6Se2Te2 at a distorted geometry (ωB97M-V/def2-TZVPD, OMol25).

Values from the calculation:
- 2S+1: 3
- Expectation value of S²: 2.02
- Total charge: +1
- Gap between HOMO and LUMO (spin up / spin down): 6.75 / 4.76 eV
- E_HOMO (spin up / spin down): -10.4 / -10.1 eV
- Strongest force on any atom: 2.026 eV Å⁻¹

Positions of all 41 atoms, in Å:
Mo -1.201 0.549 0.141
N 1.735 -1.498 0.209
C 2.018 -0.209 0.036
N 3.307 0.096 -0.014
C 3.621 1.377 -0.169
N 4.907 1.716 -0.219
N 2.709 2.360 -0.276
C 1.460 1.980 -0.205
N 1.008 0.714 -0.054
C 0.428 3.010 -0.288
C 0.759 4.354 -0.355
C -0.250 5.296 -0.405
C -1.560 4.840 -0.418
C -1.810 3.486 -0.360
N -0.842 2.551 -0.267
H 2.514 -2.131 0.251
H 0.792 -1.826 0.266
H 5.612 1.008 -0.118
H 5.161 2.681 -0.329
H 1.804 4.626 -0.360
H -0.030 6.354 -0.441
H -2.394 5.525 -0.472
H -2.828 3.133 -0.385
Se -3.836 0.813 0.184
Te -4.678 0.586 2.503
Te -2.430 -0.314 3.730
Se -0.812 1.203 2.548
C -1.275 -1.394 -0.338
C -1.137 -2.836 -0.350
C -1.066 -3.540 0.860
C -0.905 -4.913 0.863
C -0.807 -5.604 -0.338
C -0.868 -4.917 -1.543
C -1.033 -3.545 -1.553
H -1.797 -1.019 0.635
H -1.704 -0.932 -1.270
H -1.149 -2.999 1.797
H -0.858 -5.445 1.803
H -0.690 -6.680 -0.333
H -0.791 -5.455 -2.479
H -1.086 -3.000 -2.488

***

# C15H15N8O7PPt

A structure of composition C15H15N8O7PPt (ωB97M-V/def2-TZVPD, OMol25).

Values from the calculation:
- Energy relative to the best compared isomer or geometry (same formula, charge and spin): 36.9 kcal/mol
- Total charge: 0
- Gap between HOMO and LUMO (spin up / spin down): 7.43 / 7.43 eV
- E_HOMO (spin up / spin down): -8.8 / -8.8 eV
- Strongest force on any atom: 0.925 eV Å⁻¹

Positions of all 47 atoms, in Å:
Pt -0.293 -0.113 -0.089
O -1.913 -2.935 2.364
C -1.835 -1.907 1.725
O -0.899 -1.742 0.824
C -2.801 -0.780 1.995
C -3.823 -1.057 2.895
C -4.698 -0.070 3.296
C -4.539 1.241 2.884
C -3.504 1.515 2.028
C -2.663 0.523 1.470
O -1.850 0.903 0.533
N -3.225 2.942 1.780
O -4.169 3.670 1.573
O -2.064 3.304 1.855
N -5.764 -0.388 4.257
O -5.864 -1.539 4.624
O -6.475 0.526 4.625
H -3.914 -2.066 3.272
H -5.184 2.029 3.245
N 0.541 1.353 -1.166
C 1.099 2.347 -1.420
N 1.687 3.422 -1.728
C 2.719 3.852 -1.025
N 3.628 4.235 -0.418
C 2.211 0.506 4.836
N 0.781 0.724 4.337
C 0.598 2.224 4.020
N 1.592 2.662 3.114
C 2.929 2.411 3.631
N 3.160 0.986 3.897
C 3.194 0.191 2.657
P 1.600 0.272 1.692
C 0.496 -0.119 3.128
C 1.403 2.121 1.763
H 2.324 -0.564 5.011
H 2.290 1.050 5.778
H 0.124 0.468 5.074
H 0.682 2.738 4.979
H -0.405 2.339 3.605
H 3.063 2.965 4.562
H 3.660 2.761 2.905
H 3.421 -0.849 2.898
H 4.004 0.562 2.028
H 0.598 -1.169 3.408
H -0.540 0.060 2.848
H 0.403 2.376 1.410
H 2.124 2.594 1.097

***

# C40H33F12N2O4P2PtS3

A structure of composition C40H33F12N2O4P2PtS3 (ωB97M-V/def2-TZVPD, OMol25).

Values from the calculation:
- 2S+1: 5
- Expectation value of S²: 6.08
- Total charge: +1
- Gap between HOMO and LUMO (spin up / spin down): 6.86 / 5.62 eV
- E_HOMO (spin up / spin down): -9.6 / -11.0 eV
- Strongest force on any atom: 0.658 eV Å⁻¹

Positions of all 97 atoms, in Å:
Pt -0.980 0.239 0.475
C 6.217 5.205 -1.431
S 4.621 4.926 -2.218
C 4.240 3.303 -1.523
C 3.055 2.710 -2.266
C 2.564 1.376 -1.725
N 2.374 1.279 -0.229
P 2.893 -0.204 0.334
C 4.665 -0.327 0.160
C 5.517 0.737 0.464
C 6.886 0.565 0.347
C 7.400 -0.654 -0.075
C 6.553 -1.708 -0.383
C 5.182 -1.549 -0.268
C 2.329 -0.577 1.974
C 1.055 -1.348 2.158
C 0.711 -1.572 3.659
C 1.544 -1.015 4.815
C 2.798 -0.363 4.362
C 3.127 -0.166 3.041
P 0.870 1.907 0.445
C 0.494 3.380 -0.502
C 1.077 4.615 -0.211
C 0.785 5.710 -1.001
C -0.092 5.582 -2.073
C -0.689 4.362 -2.352
C -0.401 3.258 -1.564
C 1.361 2.532 2.066
C 2.669 2.915 2.351
C 2.973 3.514 3.563
C 1.968 3.748 4.492
C 0.660 3.381 4.206
C 0.355 2.774 2.998
H 6.583 6.169 -1.777
H 6.932 4.437 -1.723
H 6.127 5.239 -0.347
H 4.004 3.411 -0.461
H 5.120 2.661 -1.611
H 3.334 2.526 -3.306
H 2.244 3.433 -2.294
H 3.283 0.595 -1.986
H 1.624 1.094 -2.204
H 5.117 1.689 0.780
H 7.552 1.383 0.585
H 8.469 -0.779 -0.169
H 6.958 -2.651 -0.720
H 4.517 -2.365 -0.520
H 1.048 -2.235 1.522
H 0.367 -2.590 3.839
H 1.805 -1.796 5.535
H 3.494 -0.019 5.118
H 4.065 0.333 2.830
H 1.761 4.722 0.623
H 1.248 6.663 -0.787
H -0.316 6.443 -2.687
H -1.380 4.269 -3.177
H -0.865 2.307 -1.783
H 3.450 2.748 1.624
H 3.992 3.806 3.779
H 2.203 4.222 5.435
H -0.126 3.561 4.927
H -0.665 2.492 2.792
F -3.637 -2.744 -3.107
C -3.552 -1.439 -2.946
F -4.635 -0.985 -2.331
F -3.420 -0.848 -4.121
S -2.104 -1.062 -1.857
O -2.300 -1.811 -0.636
O -2.040 0.391 -1.649
N -0.900 -1.568 -2.754
S 0.489 -1.740 -2.058
O 1.577 -1.566 -2.959
O 0.577 -0.977 -0.791
C 0.621 -3.499 -1.496
F 1.877 -3.707 -1.098
F -0.188 -3.746 -0.477
F 0.338 -4.307 -2.504
F -3.662 0.692 0.911
C -2.502 1.213 1.331
F -2.548 1.219 2.675
F -2.507 2.509 0.952
F -1.178 1.586 9.471
C -0.930 0.335 9.044
F -1.963 -0.423 9.443
F 0.154 -0.098 9.699
C -0.760 0.300 7.548
C 0.407 -0.087 6.994
C 0.581 0.019 5.517
C -0.738 -0.002 4.761
C -1.892 0.406 5.376
C -1.896 0.649 6.752
C -0.417 -0.588 3.480
C -0.231 -0.472 2.150
H 1.239 -0.398 7.610
H 1.005 1.026 5.342
H -2.819 0.454 4.829
H -2.805 0.964 7.243